1.
{
  "formula": "C35H36Cl2N6O2PdS2Te",
  "method": "ωB97M-V/def2-TZVPD",
  "symbols": ["Pd", "C", "N", "C", "C", "S", "N", "C", "C", "H", "H", "H", "H", "H", "H", "H", "H", "H", "H", "H", "H", "Te", "C", "C", "C", "C", "C", "C", "C", "C", "C", "C", "C", "C", "H", "H", "H", "H", "H", "H", "H", "H", "H", "H", "Cl", "C", "C", "C", "C", "C", "Cl", "C", "N", "C", "C", "C", "C", "C", "C", "C", "C", "O", "O", "H", "H", "H", "H", "H", "H", "H", "H", "H", "H", "N", "C", "C", "C", "N", "H", "H", "H", "H", "S", "C", "N"],
  "coordinates": [[0.13268, 0.04669, -0.86976], [3.82488, -2.54131, -0.58636], [4.50298, -1.31121, -0.92396], [5.56098, -1.49591, -1.89776], [4.11618, -0.12611, -0.46266], [2.59018, 0.05779, 0.35224], [4.89338, 0.96159, -0.55406], [6.33968, 0.94279, -0.43456], [4.32768, 2.29109, -0.48796], [4.54668, -3.24371, -0.16406], [3.38918, -2.98531, -1.48446], [3.02928, -2.35711, 0.13184], [5.21608, -2.21721, -2.64066], [6.46628, -1.89651, -1.43636], [5.78928, -0.56801, -2.41186], [6.69438, -0.03071, -0.11296], [6.62918, 1.66729, 0.32834], [6.82748, 1.22849, -1.36826], [3.29248, 2.27269, -0.81976], [4.91158, 2.93999, -1.13936], [4.36218, 2.69529, 0.52534], [-0.64792, -0.42551, 1.76734], [0.28008, -0.07861, 3.67424], [-0.65162, 0.01239, 4.70424], [-0.22692, 0.02659, 6.02024], [1.12708, -0.02751, 6.30484], [2.05438, -0.04711, 5.27734], [1.63588, -0.06051, 3.95784], [-0.07202, -2.47691, 1.72294], [-1.01692, -3.42861, 1.35224], [-0.68852, -4.77251, 1.41204], [0.57718, -5.16661, 1.81964], [1.52658, -4.21321, 2.15074], [1.20448, -2.86931, 2.11184], [-1.70892, 0.05599, 4.47044], [-0.95102, 0.07039, 6.81874], [1.45608, -0.04021, 7.33084], [3.10728, -0.06081, 5.50244], [2.35718, -0.04351, 3.15234], [-1.99672, -3.11541, 1.01774], [-1.42082, -5.51691, 1.14224], [0.82378, -6.21501, 1.87204], [2.51818, -4.51441, 2.45184], [1.93258, -2.12351, 2.39564], [-6.28952, 0.44399, -2.71706], [-4.80822, -0.41351, -2.95036], [-4.83222, -1.78621, -3.13316], [-3.66132, -2.48291, -3.38476], [-2.45752, -1.80601, -3.50546], [-2.42932, -0.43871, -3.31556], [-0.90692, 0.37849, -3.34106], [-3.58542, 0.28849, -2.98556], [-3.51702, 1.64199, -2.72696], [-4.18782, 2.31399, -1.73596], [-4.47952, 3.67339, -1.94606], [-5.14022, 4.41689, -0.99696], [-5.51882, 3.81329, 0.19924], [-5.17292, 2.49199, 0.44594], [-4.50682, 1.71789, -0.49096], [-4.02112, 0.35429, -0.09216], [-2.54742, 0.16349, -0.39336], [-1.81112, 1.17759, -0.43986], [-2.07982, -0.99641, -0.49066], [-5.77602, -2.30361, -3.07736], [-3.69042, -3.55591, -3.49036], [-1.54102, -2.33421, -3.71626], [-2.95552, 2.19959, -3.35796], [-4.18962, 4.12049, -2.88406], [-5.36622, 5.45749, -1.17856], [-6.04402, 4.38379, 0.94844], [-5.41282, 2.05759, 1.40634], [-4.58092, -0.47301, -0.52946], [-4.10112, 0.25739, 0.99664], [0.45438, 3.14059, -1.98506], [0.39618, 4.41259, -1.55406], [0.60658, 4.38949, -0.19416], [0.78268, 3.04059, 0.12104], [0.70268, 2.29469, -0.97606], [0.33348, 2.80479, -2.93236], [0.21598, 5.23479, -2.21636], [0.62898, 5.22299, 0.47524], [0.97898, 2.59699, 1.08164], [0.49068, -4.51011, -1.60706], [0.60368, -2.92771, -1.61046], [0.75458, -1.76101, -1.69176]],
  "orbital_gap_ha": [0.128, 0.106],
  "e_above_lowest_kcal_mol": 109.9,
  "total_charge": 2
}

2.
{
  "formula": "C24H54F3MgN2O9S5",
  "method": "ωB97M-V/def2-TZVPD",
  "symbols": ["Mg", "C", "O", "O", "C", "F", "F", "F", "C", "C", "H", "H", "H", "H", "H", "H", "C", "C", "N", "H", "H", "H", "C", "C", "N", "H", "H", "H", "C", "S", "O", "C", "H", "H", "H", "H", "H", "H", "C", "S", "O", "C", "H", "H", "H", "H", "H", "H", "C", "S", "O", "C", "H", "H", "H", "H", "H", "H", "C", "S", "O", "C", "H", "H", "H", "H", "H", "H", "C", "S", "O", "C", "H", "H", "H", "H", "H", "H", "C", "C", "O", "C", "H", "H", "H", "H", "H", "H", "C", "C", "O", "C", "H", "H", "H", "H", "H", "H"],
  "coordinates": [[19.48059, -21.84861, -20.89252], [21.54574, -22.29705, -23.57785], [22.78041, -21.60981, -23.46322], [20.83329, -22.11167, -22.36684], [20.71677, -22.02376, -24.94646], [21.33371, -22.70056, -25.89655], [19.46481, -22.40298, -24.98223], [20.56868, -20.71830, -25.34050], [22.81365, -20.18952, -23.54828], [24.14312, -19.69126, -22.98170], [24.05906, -19.74330, -21.89619], [25.08818, -20.20191, -23.16660], [24.25385, -18.67159, -23.35062], [22.01049, -19.60832, -23.09525], [22.75253, -20.02829, -24.62456], [21.87665, -23.33541, -23.55718], [17.86446, -22.32227, -27.73246], [16.66722, -21.52705, -28.10776], [15.73473, -20.97307, -28.40481], [17.50510, -23.03182, -26.98714], [18.64553, -21.75941, -27.22136], [18.31619, -23.02747, -28.43012], [23.21363, -21.72057, -28.54526], [21.78709, -21.54584, -28.64910], [20.62206, -21.38764, -28.77074], [23.53364, -22.16042, -27.60069], [23.69725, -20.74481, -28.59101], [23.30103, -22.28700, -29.47242], [19.20191, -17.67669, -19.00559], [20.40481, -19.06526, -19.44947], [19.86448, -19.97311, -20.57056], [21.72924, -18.11886, -20.27462], [19.78187, -16.87248, -18.55281], [18.45951, -17.98951, -18.27138], [18.70025, -17.24773, -19.87301], [22.27534, -17.41263, -19.64922], [21.27877, -17.55035, -21.08824], [22.53624, -18.80986, -20.51830], [16.05184, -19.40788, -21.82823], [17.52391, -20.03643, -22.84760], [18.05115, -21.20353, -22.06577], [16.48144, -20.67539, -24.17136], [15.25205, -20.14679, -21.77898], [15.82685, -18.42463, -22.24144], [16.40835, -19.17514, -20.82482], [16.10402, -19.78967, -24.68240], [15.64661, -21.29941, -23.85239], [17.20537, -21.13682, -24.84301], [25.88528, -19.84828, -18.30658], [25.36795, -18.63766, -19.63208], [24.77371, -17.39622, -18.91466], [27.15942, -18.08846, -20.10888], [26.16583, -20.74713, -18.85563], [24.93329, -20.03484, -17.80959], [26.72229, -19.59337, -17.65655], [27.63712, -17.50504, -19.32178], [27.41469, -17.65639, -21.07649], [27.68496, -19.04302, -20.13561], [19.07243, -25.15432, -22.94722], [18.45302, -25.10618, -21.22644], [18.71709, -23.65041, -20.81812], [16.68035, -25.11186, -21.57879], [18.78631, -26.11143, -23.38329], [20.14493, -25.30966, -23.06440], [18.71156, -24.29318, -23.50964], [16.18678, -25.57484, -20.72431], [16.48965, -25.86198, -22.34629], [16.21242, -24.17964, -21.89518], [23.28539, -22.54514, -19.50921], [21.71593, -22.91848, -18.57133], [20.61011, -22.41193, -19.50142], [21.75569, -24.83531, -18.74574], [24.15332, -22.86709, -18.93375], [23.30819, -21.45566, -19.53422], [23.33874, -23.00335, -20.49679], [21.79668, -25.05916, -19.81172], [20.98091, -25.45050, -18.28819], [22.64923, -25.31115, -18.34168], [19.76213, -25.63742, -26.46500], [20.41140, -25.86018, -27.78366], [21.57993, -26.19815, -27.90883], [19.67947, -25.53221, -29.05076], [18.73473, -25.31109, -26.62645], [20.40753, -24.93688, -25.93508], [19.75223, -26.57146, -25.90326], [20.17452, -24.68103, -29.51820], [18.60575, -25.46875, -28.87414], [19.86484, -26.35751, -29.73824], [25.76700, -23.56479, -22.34292], [25.95876, -24.82610, -21.44753], [25.28376, -25.01844, -20.43531], [27.12287, -25.67347, -21.70166], [24.79948, -23.13862, -22.07760], [25.89885, -23.68936, -23.41772], [26.56205, -22.89054, -22.02451], [28.02311, -25.07726, -21.85074], [26.98067, -26.42028, -22.48279], [27.45994, -26.27192, -20.85529]],
  "orbital_gap_ha": 0.318,
  "e_above_lowest_kcal_mol": 0.0,
  "total_charge": 1
}

3.
{
  "formula": "C15H36ClO5S",
  "method": "ωB97M-V/def2-TZVPD",
  "symbols": ["C", "C", "C", "C", "O", "S", "C", "C", "C", "Cl", "H", "H", "H", "H", "H", "H", "H", "H", "H", "H", "H", "H", "H", "H", "H", "H", "C", "O", "C", "C", "O", "C", "H", "H", "H", "H", "H", "H", "H", "H", "H", "H", "C", "O", "C", "C", "O", "C", "H", "H", "H", "H", "H", "H", "H", "H", "H", "H"],
  "coordinates": [[3.03040, 1.82496, 0.92351], [2.55663, 3.08492, 1.67065], [1.84420, 4.11185, 0.79980], [0.41129, 3.81505, 0.49381], [0.30429, 2.67298, -0.43921], [0.12583, 1.20440, 0.05529], [-1.61581, 0.94949, 0.29810], [-2.37599, 1.89760, 1.20902], [-2.28931, 1.50030, 2.66611], [-0.77328, 2.02602, 3.44488], [2.76358, 1.86426, -0.13309], [2.59951, 0.91087, 1.33282], [4.10699, 1.70752, 0.98411], [1.91446, 2.81100, 2.51080], [3.42069, 3.57939, 2.10740], [2.39856, 4.25122, -0.12923], [1.83093, 5.08254, 1.29998], [-0.15065, 3.59898, 1.40041], [-0.06418, 4.64345, -0.02392], [0.47646, 1.29161, 1.35040], [-1.63305, -0.06871, 0.70976], [-2.03215, 0.88471, -0.70497], [-2.08808, 2.93411, 1.04351], [-3.42556, 1.82068, 0.92286], [-3.10534, 1.93711, 3.22865], [-2.32336, 0.42101, 2.71394], [-1.84750, -2.28905, 2.84858], [-2.73132, -2.29420, 1.74138], [-2.47628, -3.35159, 0.81769], [-3.39973, -4.52805, 1.03027], [-3.18810, -5.13387, 2.28859], [-4.16682, -4.81352, 3.26282], [-2.26708, -1.62747, 3.60652], [-1.70968, -3.27827, 3.28578], [-0.86276, -1.90167, 2.54741], [-1.43637, -3.68068, 0.90578], [-2.62648, -2.95482, -0.19111], [-3.18913, -5.27412, 0.25847], [-4.44236, -4.21346, 0.92006], [-5.11105, -5.32330, 3.04925], [-4.34717, -3.73677, 3.31588], [-3.79082, -5.16096, 4.22280], [3.96475, 0.20152, -5.37624], [3.76245, 0.79323, -4.10111], [2.47649, 1.34132, -3.91590], [1.59407, 0.43014, -3.09099], [1.29976, -0.78703, -3.73797], [2.11063, -1.87494, -3.32412], [4.89642, -0.35723, -5.32607], [3.15143, -0.47886, -5.63688], [4.05387, 0.96939, -6.15048], [1.99628, 1.55185, -4.87639], [2.59489, 2.29195, -3.38228], [0.63846, 0.94395, -2.91364], [2.07137, 0.23947, -2.12086], [1.83037, -2.21081, -2.31869], [3.16987, -1.61149, -3.33230], [1.93960, -2.68874, -4.02480]],
  "orbital_gap_ha": 0.304,
  "total_charge": 1
}